Entry 1:
# C44H58HfN6O2PS2Si

A structure of composition C44H58HfN6O2PS2Si (ωB97M-V/def2-TZVPD, the Open Molecules 2025 dataset).

XYZ file:
```
115
Properties=species:S:1:pos:R:3:forces:R:3
Hf 0.05549 0.16515 -0.75154 -0.3136 0.7812 1.2827
N 3.02380 1.30616 -3.92782 2.0442 -0.2569 -0.5399
C 3.85069 0.23567 -3.48755 0.9570 0.9114 -0.8077
C 5.11529 -0.20105 -3.95140 -0.9616 0.2677 -0.0131
C 5.59044 -1.33214 -3.29315 0.7496 0.6686 0.2063
C 4.97839 -1.83081 -2.11235 -0.6021 -0.1344 -1.4730
C 3.74409 -1.38180 -1.69139 0.3189 0.3979 0.2270
C 3.19504 -0.32369 -2.41901 -1.1641 0.0646 0.6110
N 1.97085 0.37538 -2.24108 0.5404 -1.2097 1.1248
C 1.96141 1.31240 -3.13206 -0.7882 0.2941 0.0573
C 0.79269 2.15884 -3.26734 0.4627 -1.3456 2.5205
C 0.52170 3.13627 -4.10995 -0.1227 0.3829 -1.6139
S -1.06393 3.66270 -3.87354 -0.7350 0.7609 -0.0123
C -1.21913 2.63173 -2.55195 0.3666 -0.4554 0.8092
N -0.17343 1.89686 -2.28174 0.4594 0.7978 -1.7235
H 3.43578 2.15533 -4.30020 -0.3215 -0.2783 -0.2622
H 5.60285 0.34992 -4.79086 -0.2796 -0.9125 0.7728
H 6.53605 -1.78151 -3.61907 -0.4201 0.1942 0.1501
H 5.39113 -2.71726 -1.68780 0.3757 -0.2957 0.5044
H 3.29034 -1.76695 -0.78028 -0.1451 -0.0322 -0.3489
H 1.09564 3.39398 -4.97836 0.1042 0.3103 -0.1149
H -2.05842 2.56540 -1.89820 -0.6851 0.1213 0.0680
C -7.56891 0.63958 1.27627 -0.7361 1.0784 -0.5134
P -6.08477 0.02773 0.39042 0.4149 -0.1820 1.1151
C -5.65467 -1.29540 1.67780 -1.5380 -0.1074 -0.6640
C -6.72868 -1.13121 -0.86233 -0.7982 0.1752 0.1066
H -8.28030 -0.14859 1.51515 0.0693 -0.1914 0.2844
H -8.12699 1.32504 0.59418 0.4306 -0.2995 0.4466
H -7.31211 1.23985 2.18021 -0.0657 -0.5794 -0.6187
H -6.58414 -1.94187 1.76100 1.0198 0.6464 0.1686
H -5.44435 -0.83193 2.65025 0.1707 -0.2370 -0.2989
H -4.86471 -1.93639 1.29331 0.3304 0.0837 0.2551
H -7.47125 -1.82828 -0.43054 0.2725 0.2279 -0.2707
H -5.81930 -1.67988 -1.11325 -0.2431 -0.1404 -0.5703
H -7.18425 -0.58972 -1.72363 0.5649 -0.5420 0.4816
C -2.72811 -2.29472 -2.56468 -1.2394 -0.3119 1.4005
Si -1.32256 -1.09110 -2.85836 1.1938 0.2055 -1.0790
C -1.85479 0.03422 -4.34605 0.1584 0.3788 -0.3155
C 0.18513 -2.04366 -3.70210 -0.1226 0.4454 -0.1729
C 0.57692 -3.29700 -3.26060 0.1204 -0.2872 -0.0631
C 1.74858 -3.88762 -3.76008 -0.1611 -0.4351 0.4836
C 2.53850 -3.25376 -4.67244 0.4342 1.1809 -0.7237
C 2.12730 -2.00889 -5.21841 1.1556 -1.2497 -0.1023
C 0.99276 -1.44432 -4.73198 -1.8387 0.2707 0.4826
H -2.51452 -3.32933 -2.84373 -0.0554 0.1038 -0.2580
H -3.66207 -1.95556 -3.04308 0.3958 -0.2095 -0.2941
H -3.06178 -2.34654 -1.48262 0.6845 0.1295 -0.8819
H -1.99748 -0.49485 -5.30843 0.1344 -0.1092 0.5273
H -1.16547 0.89281 -4.60287 -0.7105 -0.8475 0.4622
H -2.84641 0.42771 -4.09230 0.1141 0.3022 -0.0593
H -0.04344 -3.87085 -2.55789 0.2887 0.3321 -0.1560
H 2.06445 -4.87063 -3.43857 -0.1263 -0.0917 0.2389
H 3.49661 -3.66984 -4.96935 -0.2211 -0.1543 -0.1148
H 2.71262 -1.57951 -6.04823 -0.4088 -0.0464 0.5446
H 0.58541 -0.56846 -5.23335 0.1906 0.1700 0.2214
N -0.12216 -1.76634 0.47975 1.0702 0.4063 -1.4202
C -0.71147 -2.23018 1.34015 -0.8545 0.5821 0.7208
N -1.47885 -2.66877 2.28463 -0.2495 -0.3572 0.4220
C -1.61330 -1.94753 3.58040 1.0879 0.6889 -0.6076
C -2.79153 -2.51879 4.28084 -1.5461 0.5099 -0.0970
O -2.66548 -3.90249 4.39988 -0.5954 -0.8104 0.2539
C -2.64144 -4.55979 3.16195 1.2616 -1.5774 0.4618
C -1.42880 -4.13517 2.40264 0.7250 0.6060 0.7380
H -1.72282 -0.87124 3.37718 -0.0181 -0.4542 0.0165
H -0.68598 -2.10727 4.14402 -0.1152 0.0472 0.1031
H -3.72083 -2.20385 3.74103 0.4982 -0.5223 0.0748
H -2.94480 -2.15150 5.28904 0.4432 0.2659 0.1780
H -3.53565 -4.48359 2.56863 -0.6333 0.5311 -0.1466
H -2.46787 -5.64012 3.31807 -0.4410 0.3755 0.4424
H -1.50267 -4.53073 1.40730 0.4814 -0.4063 -0.4687
H -0.45947 -4.36947 2.95617 -1.2344 -0.2586 -0.7777
C -1.32703 2.05324 2.61297 0.8971 -0.3115 -0.1207
C -1.72604 2.18477 1.13350 0.3961 0.5427 0.7967
C -1.32927 3.63921 0.77359 0.5147 -0.4852 -1.6697
C -3.22372 1.93604 1.07022 0.1207 0.9360 -0.0789
N -1.06194 1.15837 0.38008 0.6157 0.0827 -1.0860
H -1.90229 2.71811 3.22787 -0.2535 0.4511 0.4522
H -0.24969 2.21827 2.79148 -0.3586 0.2933 -0.2782
H -1.47451 1.04195 2.95898 -0.4004 -0.4218 0.0638
H -1.89742 4.37409 1.30751 -0.6297 0.3623 0.1588
H -1.29296 3.87893 -0.32197 -0.6550 -0.2533 0.8426
H -0.30543 3.81971 1.04383 0.7218 -0.1010 0.4623
H -3.86410 2.46174 1.78458 0.2540 0.5645 -0.2159
H -3.29676 0.94049 1.36477 -0.4480 -2.0251 0.2602
H -3.60989 2.00095 0.06513 -0.2175 0.1620 -0.2808
O 1.77453 0.25432 0.88014 -0.3881 0.0036 -0.5031
S 3.21117 0.52839 1.24524 0.5405 0.4114 -0.3489
C 3.50579 -0.34628 2.76973 0.5965 -0.9733 -0.3941
C 2.80665 0.00524 4.02085 -1.4008 -0.1784 1.2826
C 3.46070 -0.09201 5.26614 -1.0106 0.1047 -1.0259
C 2.74893 0.07927 6.44836 1.6289 -0.1440 0.2488
C 1.42554 0.38141 6.40054 -1.1654 0.4024 0.7301
C 0.75782 0.50975 5.19949 -0.9148 -0.1137 -0.2305
C 1.41280 0.24681 4.00813 0.8765 0.3031 0.3073
C 3.25116 2.29766 1.69900 0.5061 -0.1289 -1.6295
C 3.62507 3.03696 0.37643 0.6343 -1.1321 2.3245
C 2.69506 3.64423 -0.37577 -1.1678 0.7537 -0.9941
C 3.10829 4.36583 -1.51040 -0.0638 -0.4566 1.0415
C 4.40678 4.44618 -1.92256 1.3037 -1.4582 0.4967
C 5.38341 3.70856 -1.16628 -1.4286 0.9403 -0.5529
C 4.96533 3.08602 -0.01051 0.9336 -0.1844 -0.0081
H 4.59284 -0.27367 2.91019 -0.1110 -0.1591 -0.1442
H 3.26637 -1.39065 2.43190 0.3029 0.6855 0.3810
H 4.48096 -0.38892 5.26444 0.8268 -0.0044 0.1874
H 3.27405 0.00847 7.40916 -0.2786 -0.0832 -0.4426
H 0.86697 0.51343 7.32362 0.1253 0.0720 -0.0950
H -0.31516 0.77593 5.23400 0.7003 -0.2334 -0.2666
H 0.88703 0.25305 3.07119 -0.1736 0.0942 -0.2687
H 4.01247 2.48903 2.44098 0.1798 -0.1472 0.3371
H 2.26327 2.49599 2.08395 -0.3130 0.3416 0.0666
H 1.63842 3.59270 -0.08553 0.3702 0.1744 -0.2219
H 2.38038 4.93348 -1.98369 -1.2889 0.8791 -1.1219
H 4.65202 4.97134 -2.83904 0.1682 0.1030 0.2203
H 6.42135 3.67154 -1.44713 0.1627 0.1378 -0.0886
H 5.75014 2.64936 0.60617 -0.3074 -0.1749 0.0254
```
Forces are in eV/Å.

Output
* LUMO: -0.087 Ha
* largest force on an atom: 2.89 eV Å⁻¹
* total energy: -3665.51285 Eh
* net charge: +1
* 2S+1: 1
* ΔE to the lowest compared entry with this formula, charge and spin: 52.7 kJ/mol

Results of the Löwdin charge analysis, in e, for atoms 1 through 5:
1 Hf 1.29
2 N 0.21
3 C -0.18
4 C 0.00
5 C -0.07

Entry 2:
# C20H22Cl3GeIrN5O3

A structure of composition C20H22Cl3GeIrN5O3 (ωB97M-V/def2-TZVPD, the Open Molecules 2025 dataset).

XYZ file:
```
55
Properties=species:S:1:pos:R:3:forces:R:3
Ir 0.28588 0.06406 0.21219 -0.5217 -0.5485 -0.0589
C -1.02733 2.74972 0.05968 -0.1908 -0.0449 -0.1103
N -1.27884 1.41223 0.67833 0.7122 0.8474 0.5473
C -1.52507 1.39112 2.15234 -0.2038 0.1267 -0.0758
C -1.15002 0.03457 2.64943 0.5532 -0.2983 -0.5201
N -0.26214 -0.71724 1.99203 -0.5545 -0.3056 0.8977
C -0.04700 -1.87102 2.77881 -0.3161 0.5115 -0.3980
C 0.80395 -2.95976 2.61598 -0.0236 -0.1281 -0.1406
C 0.78313 -3.91984 3.60386 -0.0302 -0.0726 0.0736
C -0.05395 -3.80538 4.73064 0.0951 -0.1135 -0.0075
C -0.89543 -2.72946 4.90149 -0.0426 -0.0104 0.0663
C -0.86754 -1.77116 3.89683 -0.2628 0.4143 0.0848
N -1.55477 -0.55353 3.76510 -0.0600 -0.4271 0.6154
C -0.04769 2.55173 -1.05396 0.4273 -0.9283 0.0791
N 0.62048 1.37683 -1.23182 -0.2236 1.0328 -0.6332
C 1.48770 1.57704 -2.32171 -0.5003 -0.1811 0.3704
C 2.37430 0.70888 -2.94075 0.0615 -0.1580 -0.0863
C 3.09453 1.21518 -4.00309 0.0072 0.0464 -0.0635
C 2.92864 2.54088 -4.43931 0.0546 -0.0330 -0.0432
C 2.03074 3.40168 -3.83576 0.0508 0.0565 -0.1026
C 1.31804 2.87618 -2.77415 -0.4029 0.3510 0.3477
N 0.32911 3.44714 -1.93714 0.4126 0.3634 -0.6450
H -0.62303 3.42416 0.81480 0.0740 -0.0455 0.0205
H -1.94954 3.19412 -0.31839 -0.0604 0.0012 0.0588
H -2.06835 0.97654 0.19807 0.0984 -0.0214 0.0119
H -2.55719 1.64277 2.39856 -0.0452 0.0390 -0.0400
H -0.88066 2.14234 2.61163 0.0425 -0.0156 0.0090
H 1.46062 -3.05833 1.76178 0.1205 0.0560 0.0899
H 1.43449 -4.77949 3.51920 0.0023 0.0114 0.0267
H -0.02490 -4.57636 5.48848 0.0109 -0.0125 -0.0185
H -1.52758 -2.63541 5.77524 0.0221 0.0065 -0.0267
H -2.19785 -0.16793 4.44372 0.0626 0.0023 -0.0083
H 2.48792 -0.31886 -2.62103 0.0432 0.0356 0.0369
H 3.80093 0.57765 -4.51779 -0.0089 0.0283 0.0011
H 3.51323 2.89654 -5.27718 0.0049 -0.0170 0.0202
H 1.89838 4.41884 -4.17976 0.0029 -0.0214 -0.0007
H -0.02238 4.39431 -2.01027 0.0512 -0.0661 0.0048
C -2.38420 -4.34906 0.16250 0.8477 0.0178 0.1337
C -2.03165 -3.15417 -0.65863 -4.0153 0.8586 0.1181
C -2.02515 -3.25849 -2.15272 1.2953 0.1948 0.1258
O -2.48855 -1.96826 -0.18409 0.7622 -1.4000 -1.0999
C 0.00954 -2.96674 -0.45557 4.3126 2.1283 0.3052
O 0.42603 -4.05349 -0.34172 -1.3168 0.3788 -0.3348
O 0.29103 -1.76718 -0.61187 -0.5706 -2.9983 -0.3043
H -3.46177 -4.52010 0.05669 -0.0778 0.1363 -0.0874
H -2.14807 -4.20088 1.21914 -0.0699 0.0091 0.0224
H -1.86802 -5.23903 -0.18759 -0.0295 -0.0196 -0.0421
H -3.07478 -3.36639 -2.45070 -0.1409 0.0286 0.2184
H -1.48148 -4.14123 -2.48245 -0.0339 -0.0294 -0.0235
H -1.62646 -2.36755 -2.63684 -0.1094 0.0427 -0.0436
H -3.11508 -2.14692 0.53365 0.2230 0.0818 0.5741
Cl 3.48029 -1.72593 -0.24798 0.2908 -0.4316 -0.1758
Ge 2.74507 -0.07260 0.79832 -1.2064 0.3358 -0.0580
Cl 2.85617 -0.26664 2.87557 0.1793 -0.0433 0.3532
Cl 3.58706 1.75461 0.22981 0.1971 0.2277 -0.0642
```
Forces are in eV/Å.

Output
* LUMO (spin up / spin down): -0.471 / -0.471 Ha
* largest force on an atom: 4.82 eV Å⁻¹
* total energy: -4835.76592 Eh
* net charge: +3
* 2S+1: 1
* ΔE to the lowest compared entry with this formula, charge and spin: 470.7 kJ/mol

Results of the natural (NBO) charge analysis, in e, for atoms 1 through 5:
1 Ir 0.79
2 C -0.28
3 N -0.61
4 C -0.27
5 C 0.40